Computed, not measured: a molecular structure, C20H20IrN3O2S3SeSi, with ωB97M-V/def2-TZVPD.

Computed properties:
Frontier orbital gap (alpha / beta) ... 6.44 / 6.44 eV
Calculated total energy ... -5078.779266 a.u.
Net charge ... 0
HOMO level (alpha / beta) ... -0.28413 / -0.28411 Ha

```
51
Properties=species:S:1:pos:R:3:lowdin_charge:R:1
Ir -0.1476 0.5423 0.5511 0.63
C -2.9733 -5.7515 1.9458 -0.19
Si -1.5063 -4.6134 1.7116 0.51
C -0.5692 -4.4415 3.3169 -0.18
C -0.4078 -5.2502 0.3435 -0.17
C -2.1875 -2.9184 1.2120 -0.22
C -3.5493 -2.6747 1.0287 -0.06
C -4.0319 -1.4273 0.6477 -0.05
C -3.1304 -0.3992 0.4572 -0.12
N -1.8294 -0.6101 0.6373 -0.23
C -1.3573 -1.8237 0.9884 -0.71
S 0.3965 -1.6643 1.0553 0.60
H -2.6238 -6.7425 2.2437 0.03
H -3.5494 -5.8718 1.0259 0.03
H -3.6462 -5.3930 2.7278 0.04
H -0.1735 -5.4110 3.6287 0.03
H -1.2193 -4.0722 4.1128 0.04
H 0.2696 -3.7510 3.2191 0.01
H 0.0055 -6.2264 0.6070 0.03
H 0.4240 -4.5698 0.1555 0.01
H -0.9685 -5.3615 -0.5869 0.04
H -4.2578 -3.4804 1.1814 0.10
H -5.0875 -1.2543 0.4972 0.11
H -3.4205 0.5982 0.1559 0.12
O 3.8560 1.2611 -0.2254 -0.27
S 3.1732 1.8035 0.9071 0.66
O 3.4603 1.2927 2.2105 -0.26
N 1.5160 1.7791 0.6590 -0.31
C 0.9753 2.9785 0.6930 -0.79
S -0.7073 2.9377 0.6040 0.69
C 1.9388 4.0825 0.7924 -0.21
C 1.7178 5.4464 0.7503 0.00
C 2.8225 6.2856 0.8146 -0.05
C 4.1097 5.7683 0.9191 -0.05
C 4.3323 4.3951 0.9617 -0.02
C 3.2265 3.5779 0.8953 -0.21
H 0.7135 5.8379 0.6551 0.12
H 2.6830 7.3574 0.7748 0.11
H 4.9531 6.4444 0.9627 0.11
H 5.3314 3.9879 1.0371 0.13
Se -0.4339 0.5803 -1.8545 0.70
C 0.4168 2.2113 -2.4043 -0.65
C 1.8004 2.3105 -2.4313 -0.13
C 2.3725 3.5176 -2.8110 -0.14
N 1.6699 4.5855 -3.1826 0.06
C 0.3438 4.4653 -3.1880 -0.15
C -0.3273 3.3139 -2.8032 -0.14
H 2.4239 1.4789 -2.1366 0.09
H 3.4518 3.6261 -2.8132 0.11
H -0.2154 5.3396 -3.5042 0.10
H -1.4083 3.2844 -2.7956 0.10
```